[1]
Entry from the OMol25 dataset: a structure of composition C38H42BrIO2SSb2V at a distorted geometry (ωB97M-V with the def2-TZVPD basis set).

The geometry in XYZ format:
```
88
Properties=species:S:1:pos:R:3:nbo_charge:R:1
V 0.66715 0.70682 -1.22670 1.13
C -3.57774 -0.14955 -1.08080 -0.72
C -4.52305 0.12858 0.08491 -0.44
C -4.11688 1.26569 1.04019 -0.80
Sb -2.06150 1.56685 1.63847 1.21
C 1.77278 0.13722 0.34468 -0.52
C 1.71732 -1.13102 0.93722 -0.20
C 2.59600 -1.48091 1.95289 -0.20
C 3.54500 -0.56807 2.39525 -0.18
C 3.61550 0.69451 1.82113 -0.14
C 2.74392 1.03731 0.79824 -0.25
C -1.87755 0.51126 3.41864 -0.50
C -0.58811 0.43046 3.96370 -0.15
C -0.38879 -0.20367 5.17646 -0.23
C -1.47660 -0.73261 5.86307 -0.13
C -2.76061 -0.64225 5.33858 -0.20
C -2.96232 -0.03278 4.11283 -0.19
Sb -1.71883 -0.82437 -0.26377 1.22
C -2.41301 -2.29335 1.08327 -0.41
C -1.75473 -2.54409 2.28026 -0.23
C -2.20857 -3.55337 3.12022 -0.18
C -3.32310 -4.30099 2.77244 -0.16
C -3.98233 -4.05341 1.57393 -0.21
C -3.52890 -3.05328 0.72938 -0.19
C -0.56187 -2.20460 -1.47954 -0.33
C 0.56446 -1.88508 -2.23450 -0.15
C 1.32635 -2.85506 -2.86844 -0.21
C 0.96240 -4.19099 -2.76401 -0.16
C -0.14474 -4.53081 -2.00609 -0.16
C -0.88884 -3.55274 -1.35763 -0.22
H -3.37158 0.75752 -1.65315 0.23
H -3.98752 -0.88975 -1.76805 0.26
H -4.68201 -0.77868 0.66516 0.23
H -5.49621 0.39906 -0.33128 0.26
H -4.70468 1.18403 1.95535 0.26
H -4.36213 2.23026 0.58872 0.24
H 1.00607 -1.87883 0.60267 0.21
H 2.54859 -2.46961 2.39037 0.24
H 4.23413 -0.84347 3.18260 0.24
H 4.35810 1.40395 2.16325 0.23
H 2.83690 2.02251 0.34978 0.21
H 0.26243 0.85454 3.43669 0.21
H 0.60399 -0.27183 5.59955 0.24
H -1.32319 -1.21177 6.82119 0.24
H -3.59910 -1.04948 5.88645 0.25
H -3.96529 0.01479 3.70698 0.22
H -0.87303 -1.98018 2.56217 0.22
H -1.68707 -3.75502 4.04621 0.24
H -3.67947 -5.08089 3.43157 0.25
H -4.84461 -4.64382 1.29515 0.25
H -4.05228 -2.88371 -0.20661 0.21
H 0.94337 -0.87388 -2.44849 0.12
H 2.19085 -2.56374 -3.44939 0.24
H 1.54254 -4.95567 -3.26196 0.25
H -0.43719 -5.56737 -1.90464 0.25
H -1.72533 -3.87009 -0.75299 0.24
C -1.05715 4.46868 -1.03327 -0.73
C -0.00813 3.69768 -0.31532 0.72
C 0.72986 4.33832 0.80643 -0.73
O 0.25536 2.53819 -0.65186 -0.69
H -0.65644 5.43394 -1.34949 0.28
H -1.86373 4.69903 -0.33077 0.28
H -1.44934 3.91267 -1.87997 0.24
H 0.02340 4.79183 1.50482 0.27
H 1.32071 5.16692 0.40374 0.28
H 1.37499 3.62695 1.31387 0.26
C -0.97858 2.28441 -4.89491 -0.81
S -1.43947 0.75296 -4.09591 1.30
C -0.54674 -0.39771 -5.12902 -0.81
O -0.71897 0.74888 -2.72976 -1.05
H -1.30534 2.21813 -5.93319 0.28
H 0.09960 2.43144 -4.85438 0.24
H -1.51043 3.09907 -4.40930 0.26
H -0.97743 -0.33143 -6.12843 0.28
H -0.70809 -1.39660 -4.72921 0.27
H 0.51437 -0.14893 -5.15038 0.25
Br 4.26758 -0.94639 -2.04874 0.13
C 5.03309 0.74447 -1.73102 -0.01
C 6.29101 0.80225 -1.14381 -0.24
C 6.89124 2.02694 -0.90506 -0.15
C 6.24582 3.20776 -1.24626 -0.18
C 4.98901 3.16505 -1.82794 -0.23
C 4.39659 1.93108 -2.06031 -0.24
I 2.51527 1.95504 -2.99553 0.39
H 6.79813 -0.11749 -0.88690 0.25
H 7.87571 2.05742 -0.45875 0.25
H 6.72048 4.16328 -1.07238 0.25
H 4.48855 4.08161 -2.10860 0.24
```

## Properties
Calculated total energy, hartree: -6317.07668
HOMO (spin up / spin down), Eh: -0.58496 / -0.58554
Charge: +3
Energy above the lowest of the compared OMol25 structures with the same formula, charge and spin, kcal/mol: 0.0
Spin multiplicity: 3

---

[2]
Entry from the OMol25 dataset: a structure of composition C29H27Cl2F6IrN3O6S2 (ωB97M-V with the def2-TZVPD basis set).

The geometry in XYZ format:
```
76
Properties=species:S:1:pos:R:3:mulliken_charge:R:1
Ir 0.13693 0.08108 0.00843 1.72
C -0.39226 -2.08461 3.70022 -1.50
C -1.24515 -0.85012 3.61606 2.02
C -2.43342 -0.80809 4.33817 -1.12
C -3.23759 0.31627 4.33550 -1.05
C -2.86171 1.44025 3.61937 -0.92
C -1.69270 1.45200 2.87010 1.56
C -1.30141 2.70156 2.13602 -1.57
C -0.91202 0.29092 2.87284 -1.42
N 0.25730 0.23234 2.02618 0.67
C 1.43346 0.08979 2.51971 1.61
C 1.78824 0.22952 3.95455 -2.61
C 2.50760 -0.15261 1.51194 1.65
C 3.92011 -0.33455 1.92874 -2.14
N 2.09560 -0.22163 0.30096 0.79
C 3.00032 -0.21886 -0.82901 -1.39
C 3.58586 1.00893 -1.17474 2.20
C 3.50024 2.24527 -0.32070 -1.39
C 4.33438 1.04704 -2.34551 -1.23
C 4.50914 -0.08864 -3.12149 -0.97
C 3.95968 -1.29356 -2.72457 -0.78
C 3.19484 -1.38858 -1.56417 1.31
C 2.70115 -2.73019 -1.11589 -1.58
H -1.02230 -2.95854 3.84855 0.60
H 0.28081 -2.03507 4.55892 0.38
H 0.20397 -2.25980 2.80438 0.08
H -2.72473 -1.67777 4.91331 0.52
H -4.15482 0.32282 4.90878 0.48
H -3.47571 2.33148 3.65009 0.53
H -1.61872 3.57498 2.70390 0.60
H -1.78948 2.74795 1.16007 0.15
H -0.22576 2.77961 1.98695 0.22
H 0.90960 0.29619 4.58626 0.39
H 2.37069 1.14931 4.06938 0.52
H 2.41932 -0.59602 4.28402 0.49
H 4.02053 -1.33646 2.35916 0.41
H 4.19832 0.37958 2.70197 0.47
H 4.60191 -0.25662 1.08746 0.43
H 2.57848 2.31844 0.25582 0.02
H 3.57733 3.13695 -0.94135 0.53
H 4.33528 2.28271 0.38284 0.35
H 4.80148 1.97889 -2.63901 0.52
H 5.10132 -0.03645 -4.02544 0.49
H 4.13510 -2.18872 -3.30824 0.55
H 3.55447 -3.36562 -0.87095 0.45
H 2.13990 -3.22498 -1.90576 0.45
H 2.06507 -2.67770 -0.23719 -0.02
Cl -1.29249 3.51171 -6.15672 -0.09
C -0.87060 2.41862 -4.94018 0.15
C -0.77641 1.05514 -5.22276 -0.50
C -0.41529 0.17272 -4.23283 0.48
Cl -0.29787 -1.48400 -4.52443 -0.09
C -0.15130 0.63540 -2.88097 -0.14
O 0.18387 -0.21340 -2.02334 0.06
C -0.26554 2.05745 -2.62174 0.76
C 0.08934 2.65393 -1.35112 -0.49
O 0.48420 2.07039 -0.33715 -0.84
C -0.60839 2.91188 -3.64017 -0.87
H -0.98672 0.69370 -6.22047 0.51
H 0.05525 3.74587 -1.29321 0.48
H -0.67966 3.97884 -3.46705 0.54
F -4.79996 1.12970 -0.42492 -0.17
C -4.37064 0.09662 -1.12336 0.42
F -5.24172 -0.88372 -1.09285 -0.16
F -4.12449 0.46315 -2.37367 -0.18
S -2.80915 -0.48997 -0.32620 1.22
O -1.90135 0.69498 -0.40469 -0.94
O -3.11526 -0.92259 0.99668 -0.60
N -2.28165 -1.59414 -1.31641 -0.57
S -1.27234 -2.63399 -0.68540 1.22
O -0.37876 -1.92460 0.30310 -0.98
O -0.61958 -3.40164 -1.68044 -0.68
C -2.24596 -3.85111 0.39528 0.46
F -1.90724 -5.06026 0.00712 -0.19
F -1.93783 -3.67575 1.66548 -0.13
F -3.53099 -3.64857 0.19654 -0.19
```

## Properties
Calculated total energy, hartree: -4156.74236
HOMO (spin up / spin down), Eh: -0.51249 / -0.51250
Charge: +2
Energy above the lowest of the compared OMol25 structures with the same formula, charge and spin, kcal/mol: 0.0
Spin multiplicity: 2

---

[3]
Entry from the OMol25 dataset: an isolated molecule of C5H10O at a distorted geometry (ωB97M-V with the def2-TZVPD basis set).

The geometry in XYZ format:
```
16
Properties=species:S:1:pos:R:3:nbo_charge:R:1
C 2.09007 0.11112 0.38695 -0.68
C 0.60528 0.18332 0.19059 0.25
C -0.02405 -0.46510 -1.09728 -0.55
C -1.46693 -0.51340 -0.97781 -0.36
C -1.23887 0.60746 1.05102 -0.26
O -0.09996 -0.18313 1.32285 -0.54
H 2.39347 0.83672 1.14854 0.23
H 2.61270 0.34420 -0.54586 0.22
H 2.40242 -0.88378 0.73575 0.22
H -0.63289 1.15899 0.10017 0.24
H 0.36432 0.05890 -1.97561 0.22
H 0.38626 -1.48527 -1.08647 0.25
H -1.91950 -1.35889 -0.46720 0.19
H -2.09344 -0.02267 -1.71857 0.19
H -2.18893 0.10703 1.25044 0.20
H -1.18994 1.50449 1.68248 0.20
```

## Properties
Calculated total energy, hartree: -271.53446
HOMO (spin up / spin down), Eh: -0.26429 / -0.27373
Energy above the lowest of the compared OMol25 structures with the same formula, charge and spin, kcal/mol: 136.9